1.
{"formula": "C2H2FN3O", "method": "wB97M-V/def2-TZVPD", "species": ["F", "O", "N", "N", "N", "C", "C", "H", "H"], "xyz": [[3.75509, 0.82751, -0.36788], [1.76892, -1.90338, 0.42524], [1.17224, 2.24097, 0.55846], [2.62757, -1.08496, 0.18647], [-0.28463, 0.35963, 0.26934], [2.73930, 0.10906, -0.05090], [0.52888, 1.28256, 0.44505], [-0.00987, -0.58839, 0.60415], [-1.26046, 0.40268, 0.24317]], "spin_multiplicity": 1, "relative_energy_kj_mol": 449.2, "gap_ha": [0.3178, 0.3166], "homo_ev": [-9.96, -9.93], "energy_ev": -11335.882, "smiles": "[O-][N+]#CF.N#CN"}

=====

2.
{"formula": "C5H6O", "method": "wB97M-V/def2-TZVPD", "species": ["O", "C", "C", "C", "C", "C", "H", "H", "H", "H", "H", "H"], "xyz": [[2.82566, -0.92674, -1.51465], [-1.68177, -0.48545, 0.92262], [2.11575, -0.27450, -0.78716], [0.02503, 0.73481, -0.35190], [-0.80676, 0.70996, 0.65001], [0.96341, 0.53595, -1.24871], [-1.56905, -0.80782, 1.96275], [-1.40679, -1.31847, 0.27106], [2.24600, -0.27228, 0.31575], [0.87455, 0.79377, -2.30032], [-2.73571, -0.24955, 0.75456], [-0.85032, 1.56030, 1.32598]], "spin_multiplicity": 1, "relative_energy_kj_mol": 152.3, "gap_ha": 0.3786, "homo_ev": -9.71, "energy_ev": -7327.706, "smiles": "CC=C=CC=O"}

=====

3.
{"formula": "C5H8NO", "method": "wB97M-V/def2-TZVPD", "species": ["O", "N", "C", "C", "C", "C", "C", "H", "H", "H", "H", "H", "H", "H", "H"], "xyz": [[-1.92977, -1.96846, -1.45663], [-0.46544, -0.08049, -0.47705], [-0.94939, 0.56835, -1.42108], [-1.24280, -1.73586, -0.59310], [0.00215, 0.01793, 1.78321], [0.42481, 0.29134, 0.53112], [1.68351, 0.87460, 0.20835], [2.13146, 1.11624, 1.07142], [1.62254, 1.56529, -0.62080], [-1.59126, -0.11862, -2.01302], [-0.76423, -2.35294, 0.23222], [-1.10217, -0.36931, 1.90564], [0.51221, 0.43928, 2.56017], [-0.72939, 1.63679, -1.48395], [2.39776, 0.11587, -0.22649]], "spin_multiplicity": 1, "relative_energy_kj_mol": 258.5, "gap_ha": 0.3348, "total_charge": 1, "homo_ev": -14.26, "energy_ev": -8842.082, "smiles": "C=C(C)[N+](=C)C=O"}

=====

4.
{"formula": "C26H60AgF3O15SV", "method": "wB97M-V/def2-TZVPD", "species": ["Ag", "V", "S", "F", "F", "F", "O", "O", "O", "O", "O", "O", "O", "O", "O", "O", "O", "O", "O", "O", "O", "C", "C", "C", "C", "C", "C", "C", "C", "C", "C", "C", "C", "C", "C", "C", "C", "C", "C", "C", "C", "C", "C", "C", "C", "C", "C", "H", "H", "H", "H", "H", "H", "H", "H", "H", "H", "H", "H", "H", "H", "H", "H", "H", "H", "H", "H", "H", "H", "H", "H", "H", "H", "H", "H", "H", "H", "H", "H", "H", "H", "H", "H", "H", "H", "H", "H", "H", "H", "H", "H", "H", "H", "H", "H", "H", "H", "H", "H", "H", "H", "H", "H", "H", "H", "H", "H"], "xyz": [[-11.27359, -14.49913, -27.94147], [-11.47293, -15.49889, -23.45996], [-13.88963, -13.03377, -23.03674], [-16.38409, -12.16383, -23.43987], [-15.90086, -14.05887, -24.28432], [-16.30920, -14.08391, -22.16110], [-10.71840, -13.31029, -22.97050], [-9.71198, -16.22416, -24.64273], [-10.70846, -16.04329, -21.39740], [-13.54719, -12.41896, -21.74660], [-13.27451, -14.41242, -23.06078], [-9.33808, -20.02792, -23.15783], [-9.39618, -15.61597, -26.71921], [-10.20756, -18.64234, -20.90840], [-12.40954, -17.39241, -24.05551], [-11.86137, -10.36265, -21.05401], [-12.77146, -13.09584, -26.89085], [-13.39618, -12.30464, -24.12542], [-10.52156, -19.18122, -25.50861], [-11.18079, -15.13498, -25.59208], [-12.02159, -16.52482, -29.16686], [-11.53419, -10.76793, -19.74422], [-4.28109, -16.18165, -22.45266], [-8.03549, -19.63651, -23.39830], [-14.01435, -13.81649, -27.07144], [-14.17456, -17.08065, -29.67360], [-6.56487, -15.93537, -23.30349], [-13.15002, -18.03370, -23.01845], [-11.54064, -15.00888, -19.27794], [-9.47212, -12.86726, -22.59201], [-5.18037, -15.69312, -23.39969], [-15.08071, -12.87142, -27.39166], [-10.34685, -15.27465, -20.27349], [-6.13257, -17.41074, -21.36683], [-4.73537, -17.13528, -21.55813], [-9.03774, -11.88579, -23.62351], [-7.03437, -16.68260, -22.19316], [-10.76647, -19.66639, -20.15714], [-7.23723, -20.78172, -24.14355], [-11.80097, -20.76323, -26.75275], [-14.52947, -18.37363, -23.51961], [-13.09845, -17.36272, -28.73826], [-10.89895, -19.50533, -26.80563], [-10.01779, -15.61184, -25.65788], [-10.11429, -10.31310, -19.32175], [-10.71277, -19.27001, -18.67317], [-15.79773, -13.34982, -23.15550], [-11.23330, -12.50009, -22.97812], [-9.36744, -10.90670, -19.84894], [-15.06603, -17.50462, -23.90044], [-9.97299, -14.29951, -20.58564], [-12.57520, -20.79431, -25.98613], [-11.84893, -15.90677, -18.74237], [-4.02692, -17.57702, -20.87302], [-3.23072, -15.95767, -22.56653], [-12.41180, -20.69613, -27.65302], [-7.96655, -11.77236, -23.45681], [-13.42804, -16.99480, -27.76661], [-12.38137, -11.00918, -21.53693], [-7.53080, -19.46766, -22.44705], [-15.11781, -17.46564, -29.28613], [-10.00682, -19.87822, -27.30876], [-10.45638, -20.68846, -20.37468], [-9.68629, -19.03625, -21.61174], [-14.50677, -19.16066, -24.27337], [-13.21128, -17.23710, -22.27699], [-16.01597, -13.42182, -27.49390], [-7.24804, -15.37480, -23.92433], [-11.13339, -18.62400, -27.40260], [-12.82028, -12.45540, -26.17738], [-8.09851, -16.63474, -22.01503], [-7.88021, -18.66248, -23.86225], [-9.51437, -10.90843, -23.54805], [-11.22628, -21.68122, -26.87567], [-9.68264, -19.03396, -18.40629], [-14.05630, -14.45485, -26.18892], [-12.51566, -18.82673, -22.62249], [-10.04677, -10.55915, -18.26203], [-14.27937, -15.99712, -29.72909], [-9.69980, -19.85302, -24.02971], [-12.75976, -18.38677, -28.89547], [-12.28784, -10.46326, -19.01807], [-11.16010, -20.12494, -18.16614], [-15.13898, -12.20492, -26.53115], [-7.55549, -20.88878, -25.18054], [-4.82538, -14.97511, -24.12415], [-9.22475, -12.33765, -24.59765], [-15.22001, -18.73448, -22.75734], [-10.00569, -18.37161, -25.51190], [-13.77706, -14.49083, -27.89427], [-12.31446, -18.08853, -24.70971], [-13.99822, -17.41373, -30.69637], [-10.46192, -16.92405, -21.10571], [-7.30206, -21.70476, -23.56745], [-11.82942, -19.71884, -20.39267], [-6.16822, -20.58649, -24.22846], [-9.49820, -15.62271, -19.68463], [-11.44215, -11.84733, -19.86479], [-12.42472, -14.59946, -19.76671], [-6.42318, -18.07167, -20.56364], [-9.96795, -9.26074, -19.56510], [-11.07711, -14.29945, -18.59242], [-14.89025, -12.19399, -28.22407], [-8.85215, -13.74330, -22.78252], [-11.32919, -18.38997, -18.48968], [-11.34138, -17.06654, -29.57364], [-9.56217, -12.45774, -21.58588]], "spin_multiplicity": 4, "gap_ha": [0.2689, 0.2957], "homo_ev": [-7.25, -7.97], "energy_ev": -107320.917, "s2": 3.75}

=====

5.
{"formula": "C26H51BBr3N3O32PS8", "method": "wB97M-V/def2-TZVPD", "species": ["Br", "Br", "Br", "S", "S", "S", "S", "S", "S", "S", "S", "P", "O", "O", "O", "O", "O", "O", "O", "O", "O", "O", "O", "O", "O", "O", "O", "O", "O", "O", "O", "O", "O", "O", "O", "O", "O", "O", "O", "O", "O", "O", "O", "O", "N", "N", "N", "C", "C", "C", "C", "C", "C", "C", "C", "C", "C", "C", "C", "C", "C", "C", "C", "C", "C", "C", "C", "C", "C", "C", "C", "C", "C", "B", "H", "H", "H", "H", "H", "H", "H", "H", "H", "H", "H", "H", "H", "H", "H", "H", "H", "H", "H", "H", "H", "H", "H", "H", "H", "H", "H", "H", "H", "H", "H", "H", "H", "H", "H", "H", "H", "H", "H", "H", "H", "H", "H", "H", "H", "H", "H", "H", "H", "H", "H"], "xyz": [[3.80643, -0.08513, 2.82001], [-3.85632, 0.54877, 2.43293], [-3.07710, -1.81653, 4.31952], [-11.61157, 2.69346, -2.58105], [1.89066, -4.62039, 0.79684], [-3.35645, 2.85429, -2.48439], [5.54881, 3.74239, 1.14613], [7.17286, -7.39652, -0.50300], [-7.38684, -0.29974, -4.51485], [9.45157, 1.92249, 2.75429], [-1.52027, 4.37545, 3.95348], [-2.60855, 3.89847, 2.41743], [-10.98739, 1.44460, -1.78572], [8.71655, -7.11883, -0.15921], [5.37288, 4.86468, -0.00040], [-8.28462, -1.38856, -4.62305], [-7.43787, 0.55425, -5.86969], [7.08011, -8.55010, -1.31292], [1.76548, 3.16278, 0.62817], [-2.20522, 3.41717, -1.84201], [-6.01656, -0.47940, -4.15514], [-11.31082, 2.53684, -3.96130], [-2.95360, 2.42051, -3.96790], [0.82203, -5.48015, 1.15080], [0.85891, 2.71526, -1.52995], [8.98154, 1.45033, 4.00449], [-3.58606, 1.39208, -1.88052], [7.15467, 3.72612, 1.19444], [-13.15926, 2.34558, -2.34473], [6.41800, -7.24589, 0.69545], [6.92503, -6.10148, -1.42560], [-11.30595, 3.88021, -1.86922], [-8.03280, 0.79493, -3.54135], [5.06608, 4.26241, 2.37345], [-3.02721, -2.56300, 1.02496], [4.05801, 0.79273, 0.19408], [1.70829, -3.47179, -0.02950], [5.08610, 2.49118, 0.61500], [8.89682, 3.06392, 2.11739], [2.61806, -4.14021, 2.13640], [11.05188, 2.10441, 2.83977], [3.07147, -5.51264, 0.19445], [9.44052, 0.69102, 1.71392], [-4.60124, 3.52648, -2.53354], [-1.61211, 3.11680, 1.20192], [-0.14906, 1.49943, 0.38200], [-0.98912, 1.12199, 2.50259], [-3.68298, 0.44203, -2.96728], [8.00014, -5.17493, -1.23880], [-1.64102, -2.32676, 1.16919], [-12.00622, 0.84050, -0.97933], [-0.41722, -0.14583, 1.92953], [3.85148, -4.86215, 2.29959], [9.21027, -6.04303, -0.96476], [-2.14788, 0.88081, 3.35818], [-0.99161, 1.96952, 1.41127], [4.29159, -5.20518, 0.89204], [0.75150, 0.60551, 1.19471], [-1.88601, -0.25125, 4.46351], [6.64007, 5.46848, -0.27635], [7.66247, 4.39435, 0.03552], [-2.76878, 0.99684, -4.03228], [-8.15041, 2.05030, -4.22926], [3.31166, 0.26704, 0.95117], [-4.78151, -2.30027, -0.57339], [1.88411, -0.18594, 0.50965], [-2.24160, 0.37532, 5.85330], [-13.28364, 1.04032, -1.76664], [10.75704, 0.48160, 1.19302], [-1.20558, -0.84706, 0.76589], [-8.31115, 1.68159, -5.68589], [11.69204, 0.95132, 2.28841], [-3.33580, -2.85468, -0.34480], [0.87664, 2.48399, -0.15243], [7.76051, -4.54538, -0.37765], [-0.83089, -0.54273, 4.52438], [-8.03690, 2.49342, -6.35424], [1.81396, -0.25589, -0.58983], [-3.01533, 0.62429, -5.02339], [7.72929, 3.66350, -0.77492], [-12.04079, 1.36948, -0.02412], [-1.71994, 0.78035, -3.81413], [-3.03219, 5.12708, 1.84684], [-3.35818, -3.94636, -0.52207], [-5.26149, -2.32488, 0.41956], [-2.61451, -2.36673, -1.02287], [3.64305, -5.76213, 2.88115], [-11.78444, -0.20895, -0.80322], [11.78498, 0.20315, 3.07935], [12.68048, 1.20432, 1.91290], [-4.72431, 0.41495, -3.30720], [-3.27917, 0.74595, 5.76223], [6.68623, 5.79655, -1.31238], [-0.04195, 3.04588, -1.70918], [4.97982, -6.05218, 0.86206], [10.86751, 1.08670, 0.28998], [1.26172, 1.09368, 2.05186], [-3.38491, -0.55098, -2.63969], [10.90456, -0.56715, 0.94537], [-0.59139, -0.99011, -0.14049], [-5.35886, -2.93099, -1.26240], [9.99537, -5.50428, -0.43946], [-13.36826, 0.31434, -2.57803], [6.75836, 6.33110, 0.38294], [0.12438, -0.79597, 2.62725], [4.58282, -4.25336, 2.82606], [8.12471, -4.54988, -2.11943], [-2.31877, 1.78126, 3.97213], [8.64892, 4.80406, 0.23508], [-1.08021, -3.02809, 0.51884], [-4.69206, -1.25274, -0.89622], [-2.25104, -0.38936, 6.63945], [-2.08027, -0.27108, 0.42099], [9.61481, -6.46490, -1.88708], [-1.55579, 1.21501, 6.04950], [-8.99852, 2.61347, -3.85311], [-1.54407, 3.63395, 0.31877], [-9.33138, 1.36034, -5.90482], [-14.16990, 0.98536, -1.13920], [-7.23158, 2.61804, -4.06099], [1.79985, -1.23774, 0.85398], [2.58577, 3.22392, 0.10167], [4.75283, -4.34337, 0.40009], [-3.76694, 3.16709, 2.73824], [-1.25505, -2.48266, 2.18741]], "spin_multiplicity": 1, "gap_ha": 0.3164, "total_charge": 1, "homo_ev": -11.44, "energy_ev": -404541.692}

=====

6.
{"formula": "C6H15N2O2", "method": "wB97M-V/def2-TZVPD", "species": ["O", "O", "N", "N", "C", "C", "C", "C", "C", "C", "H", "H", "H", "H", "H", "H", "H", "H", "H", "H", "H", "H", "H", "H", "H"], "xyz": [[1.51632, 2.50920, -0.93003], [2.70942, 1.86690, 0.78155], [-0.22920, 0.07663, -0.14579], [1.91832, 1.79415, -0.08364], [-0.81315, -1.31752, 0.18587], [1.25394, -0.04735, -0.38070], [1.78346, -0.25620, -1.78703], [-0.07983, 0.46831, 2.41949], [-0.57166, 1.03431, 1.10146], [-0.95096, 0.64603, -1.29396], [-1.73712, -1.20641, 0.72714], [-0.98542, -2.00778, -0.69560], [1.20599, -0.98317, -2.40062], [-1.08929, -0.00982, -2.08270], [1.73395, 0.65299, -2.31530], [1.74084, -0.55793, 0.41747], [-0.41022, 1.61553, -1.58712], [-0.05967, -0.57794, 2.24902], [-1.86063, 0.89793, -0.90933], [2.87212, -0.69608, -1.73815], [0.76964, 0.81943, 2.88468], [-0.91063, 0.72514, 3.10375], [-0.19147, -1.84956, 0.86358], [-0.12036, 1.94258, 0.66838], [-1.66778, 0.97453, 0.97714]], "spin_multiplicity": 1, "relative_energy_kj_mol": 703.7, "gap_ha": 0.3719, "total_charge": 1, "homo_ev": -13.84, "energy_ev": -13528.425}